Entry 1:
This record from the Open Molecules 2025 dataset describes an isolated molecule of C4H9NO2. The level of theory is ωB97M-V/def2-TZVPD.

```
16
Properties=species:S:1:pos:R:3:mulliken_charge:R:1
C -1.09150 1.47888 -0.47581 -1.425
C -0.22616 0.41516 0.19029 0.494
C -0.99982 -0.86258 0.53644 -0.668
O -0.20535 -1.75964 1.27800 -0.518
N 0.92426 0.09331 -0.64497 -0.185
C 2.14006 -0.26413 -0.13245 0.075
O 2.98963 -0.88526 -0.73844 -0.567
H -0.51619 2.40143 -0.58517 0.364
H -1.97897 1.70569 0.12518 0.374
H -1.42301 1.15647 -1.47255 0.353
H 0.17460 0.79955 1.13786 0.153
H -1.86178 -0.62340 1.17026 0.344
H -1.37525 -1.33216 -0.38806 0.315
H 0.42509 -2.17562 0.67792 0.318
H 0.74045 -0.23651 -1.58733 0.260
H 2.28395 0.08882 0.90881 0.312
```

Results
Relative energy (zero: lowest compared OMol25 entry of this formula, charge and spin) (kcal/mol): 21.1
Largest force on an atom (eV/Å): 0.38
Highest occupied orbital energy (eV): -9.811
SMILES string: C[C@@H](CO)NC=O
Orbital gap (eV): 10.648

Entry 2:
This record from the Open Molecules 2025 dataset describes a structure of composition C23H31N5OPPbS2 at a distorted geometry. The level of theory is ωB97M-V/def2-TZVPD.

```
64
Properties=species:S:1:pos:R:3:mulliken_charge:R:1
Pb 0.33135 0.08867 0.10896 1.042
C -3.60858 -4.11539 0.54858 -1.278
C -2.79861 -3.39496 1.55970 0.854
N -2.75741 -3.63759 2.82290 -0.658
N -1.87908 -2.71836 3.33703 0.257
C -1.36193 -1.90330 2.43451 0.295
S -0.27495 -0.61507 2.66644 -0.411
N -1.93924 -2.32507 1.27882 0.298
N -1.68181 -1.71992 0.05603 -0.583
H -4.17198 -4.89445 1.05555 0.358
H -2.97701 -4.58326 -0.20986 0.338
H -4.31476 -3.44644 0.05176 0.333
H -1.69750 -2.71426 4.33042 0.171
H -1.35125 -2.40814 -0.61683 0.306
H -2.53229 -1.30589 -0.31578 0.267
O -0.47192 -0.50735 -2.09453 -0.697
S -0.93627 0.39110 -3.27764 0.600
C -1.74045 -0.70692 -4.47078 -0.700
C -1.19536 -0.27043 -5.82722 -0.691
C 0.31458 -0.12233 -5.63765 -0.615
C 0.51145 0.68714 -4.35023 -0.602
H -2.81920 -0.60437 -4.36921 0.415
H -1.42943 -1.71822 -4.19983 0.310
H -1.64251 0.67959 -6.12950 0.321
H -1.44517 -1.00406 -6.59135 0.370
H 0.77878 0.38213 -6.48299 0.352
H 0.77657 -1.10567 -5.53882 0.310
H 0.53857 1.76165 -4.53664 0.428
H 1.38741 0.40073 -3.76835 0.268
C 3.31513 -0.21743 0.28165 -1.643
C 3.67223 -1.49947 0.63262 1.497
C 3.86269 -1.83437 2.00769 -0.381
C 4.32648 -3.07150 2.35712 -0.797
C 4.58134 -4.01890 1.34949 0.863
C 4.39173 -3.71931 -0.01616 -0.720
C 3.94260 -2.48121 -0.36969 -0.477
C 5.03481 -5.32442 1.71774 -0.286
N 5.37617 -6.38410 2.01074 -0.238
H 3.38669 0.10760 -0.75189 0.504
H 3.28000 0.55342 1.04853 0.540
H 3.66506 -1.09050 2.77135 0.451
H 4.50859 -3.32855 3.39214 0.509
H 4.61844 -4.46845 -0.76307 0.507
H 3.81091 -2.22501 -1.41476 0.460
C -2.84268 2.30654 -0.01180 -1.198
P -1.08488 2.46013 0.40226 0.805
C -0.46301 3.77064 -0.68095 -1.354
C -0.93618 3.02601 2.09242 1.008
C -1.81502 2.55930 3.07291 -0.404
C -1.68648 3.00455 4.37825 -0.714
C -0.67849 3.90015 4.71333 -0.578
C 0.19967 4.36398 3.74225 -0.676
C 0.07937 3.92488 2.43179 -0.609
H -3.30942 3.28893 0.07918 0.443
H -3.34992 1.61385 0.65873 0.369
H -2.94100 1.95557 -1.03990 0.328
H -0.93807 4.70897 -0.39106 0.456
H -0.73770 3.53716 -1.71085 0.399
H 0.61792 3.88434 -0.61784 0.414
H -2.62072 1.88026 2.81760 0.256
H -2.38016 2.66262 5.13646 0.441
H -0.58254 4.24766 5.73476 0.435
H 0.96607 5.08351 4.00128 0.443
H 0.75929 4.30808 1.67847 0.290
```

Results
Total charge: +3
Relative energy (zero: lowest compared OMol25 entry of this formula, charge and spin) (kcal/mol): 0.0
Largest force on an atom (eV/Å): 1.01
Highest occupied orbital energy (eV): -16.371
Orbital gap (eV): 5.234

Entry 3:
This record from the Open Molecules 2025 dataset describes an isolated molecule of C4H9NO. The level of theory is ωB97M-V/def2-TZVPD.

```
15
Properties=species:S:1:pos:R:3:mulliken_charge:R:1
C 1.58105 0.45950 -0.78802 -1.111
C 0.25867 1.07539 -0.34669 -0.351
C -0.31014 0.43483 0.92102 -0.711
N -0.56544 -0.99572 0.79601 -0.087
C -1.54509 -1.53956 0.03231 -0.016
O -2.32901 -0.93242 -0.66891 -0.552
H 1.95353 0.92806 -1.70460 0.331
H 2.35177 0.57718 -0.01628 0.302
H 1.46032 -0.61072 -0.98472 0.296
H -0.49057 0.98554 -1.13940 0.310
H 0.39145 2.14768 -0.15204 0.313
H -1.24375 0.93594 1.19888 0.275
H 0.39149 0.56736 1.75343 0.422
H -0.01725 -1.66085 1.31593 0.251
H -1.54804 -2.64634 0.12632 0.328
```

Results
Relative energy (zero: lowest compared OMol25 entry of this formula, charge and spin) (kcal/mol): 10.6
Largest force on an atom (eV/Å): 0.36
Highest occupied orbital energy (eV): -9.832
SMILES string: CCCNC=O
Orbital gap (eV): 10.673

Entry 4:
This record from the Open Molecules 2025 dataset describes an isolated molecule of C4H4ClFN2. The level of theory is ωB97M-V/def2-TZVPD.

```
12
Properties=species:S:1:pos:R:3:mulliken_charge:R:1
C 1.76542 -0.73987 -0.00137 -0.726
N 0.40617 -0.23569 -0.00441 0.668
C -0.00800 1.05920 0.00561 -0.303
C -1.37768 1.01795 -0.00249 0.238
F -2.22584 2.03869 -0.00018 -0.298
C -1.69909 -0.35125 -0.00228 0.322
Cl -3.26959 -1.02081 -0.00022 -0.170
N -0.61308 -1.10300 0.00206 -0.906
H 1.93563 -1.35405 0.89138 0.276
H 1.95769 -1.35054 -0.88813 0.274
H 2.44984 0.12575 0.00822 0.278
H 0.67853 1.91363 -0.00818 0.348
```

Results
Relative energy (zero: lowest compared OMol25 entry of this formula, charge and spin) (kcal/mol): 1.5
Largest force on an atom (eV/Å): 0.71
Highest occupied orbital energy (eV): -9.218
SMILES string: Cn1cc(F)c(Cl)n1
Orbital gap (eV): 9.984

Entry 5:
This record from the Open Molecules 2025 dataset describes a cluster of 2 separate species, C4H3BrO in total at a distorted geometry. The level of theory is ωB97M-V/def2-TZVPD.

```
9
Properties=species:S:1:pos:R:3:mulliken_charge:R:1
C 0.03685 -0.88580 -0.22042 -0.544
C 1.35328 -0.52788 0.00118 -0.044
C 2.65054 -0.63663 0.10391 0.803
C 0.23045 0.54217 0.01662 -0.538
O 3.80678 -0.54399 0.24868 -0.396
Br -3.47280 -0.23116 0.06569 -0.120
H -0.58731 -1.72135 -0.77290 0.326
H 0.26356 1.19916 -0.76660 0.239
H 0.05625 0.90856 0.94145 0.273
```

Results
Relative energy (zero: lowest compared OMol25 entry of this formula, charge and spin) (kcal/mol): 94.6
Largest force on an atom (eV/Å): 3.19
Highest occupied orbital energy (alpha / beta) (eV): -10.261 / -7.463
Orbital gap (alpha / beta) (eV): 9.606 / 3.870

Entry 6:
This record from the Open Molecules 2025 dataset describes a structure of composition C16H11F5MnN5O4S at a distorted geometry. The level of theory is ωB97M-V/def2-TZVPD.

```
43
Properties=species:S:1:pos:R:3:lowdin_spin:R:1
Mn -0.32217 -0.56659 -0.44100 4.624
C 4.38573 -0.48089 0.05630 0.002
S 2.75313 0.39471 0.02440 0.008
C 3.13293 1.42061 -1.46580 0.001
O 1.87123 -0.66829 -0.52760 0.039
H 4.43003 -1.14349 -0.79870 0.000
H 4.42673 -1.06229 0.97100 0.000
H 5.19823 0.23441 0.04480 0.001
H 3.74923 2.27531 -1.20690 0.000
H 2.16433 1.74881 -1.83000 0.000
H 3.60913 0.79651 -2.21130 0.000
C -1.24787 3.94351 -1.72750 0.001
N -0.63997 3.38131 -0.54580 0.000
C -0.54087 4.09271 0.61200 0.001
C 0.07853 3.59271 1.69170 0.001
C 0.59683 2.22511 1.66460 0.005
O 1.30933 1.76711 2.54470 0.004
N 0.29203 1.49861 0.53760 0.031
C -0.21057 2.06291 -0.56300 0.008
O -0.21527 1.44141 -1.64400 0.034
H -0.95797 4.98911 -1.83230 0.000
H -2.33627 3.86761 -1.68110 0.000
H -0.88807 3.37001 -2.57970 0.000
H -0.95857 5.09101 0.58460 0.000
H 0.21693 4.17641 2.58720 0.000
O -2.10757 -0.47499 -0.85070 0.033
N -2.95757 0.39491 -0.37110 0.013
C -3.93937 -0.03479 0.43560 0.045
C -4.13307 -1.37089 0.81180 0.007
N -4.31087 -2.47479 1.09660 0.024
C -4.89577 0.86921 0.89750 0.007
N -5.73717 1.56881 1.27040 0.025
F 0.11173 -2.54299 -1.86640 0.028
C -0.05497 -3.29139 -0.71040 0.012
C -0.38027 -2.56979 0.43660 0.024
C -0.52677 -3.37389 1.56530 0.011
F -0.81577 -2.81359 2.75450 0.003
C -0.36327 -4.75749 1.55570 0.000
F -0.48417 -5.47019 2.69340 0.000
C -0.03397 -5.41369 0.37680 0.005
F 0.14073 -6.75269 0.36550 0.001
C 0.12313 -4.66429 -0.78530 0.000
F 0.46843 -5.27589 -1.93990 0.000
```

Results
Total charge: -1
Relative energy (zero: lowest compared OMol25 entry of this formula, charge and spin) (kcal/mol): 31.7
Largest force on an atom (eV/Å): 4.23
Highest occupied orbital energy (alpha / beta) (eV): -4.840 / -6.087
Multiplicity: 6
Orbital gap (alpha / beta) (eV): 7.086 / 8.331